Below is 12 unconnected molecules or ions with the total composition C48H120O24 at a distorted geometry, with properties calculated with ωB97M-V/def2-TZVPD.

CARTESIAN COORDINATES (ANGSTROEM)
C1 -6.66 4.60 -6.94
O1 -5.51 4.33 -6.20
C2 -5.55 3.21 -5.29
C3 -4.15 2.59 -5.17
O2 -3.14 3.54 -4.77
C4 -1.85 3.05 -4.57
H1 -6.65 5.48 -7.59
H2 -7.51 4.71 -6.26
H3 -6.90 3.74 -7.57
H4 -6.34 2.54 -5.62
H5 -5.91 3.57 -4.33
H6 -3.94 2.07 -6.10
H7 -4.24 1.88 -4.34
H8 -1.84 2.34 -3.75
H9 -1.21 3.88 -4.27
H10 -1.42 2.56 -5.45
C5 2.20 2.07 2.56
O3 2.71 2.36 1.21
C6 4.12 2.29 1.18
C7 4.80 2.67 -0.15
O4 4.42 4.00 -0.44
C8 5.29 4.39 -1.52
H11 2.66 2.61 3.38
H12 2.34 1.02 2.83
H13 1.13 2.19 2.71
H14 4.44 1.25 1.29
H15 4.69 2.79 1.96
H16 4.50 1.99 -0.95
H17 5.88 2.55 -0.05
H18 6.27 4.61 -1.09
H19 4.84 5.32 -1.84
H20 5.42 3.84 -2.45
C9 -2.11 5.10 -1.75
O5 -1.10 4.13 -1.54
C10 -0.02 4.59 -0.86
C11 1.10 5.16 -1.75
O6 0.76 6.21 -2.60
C12 1.74 6.56 -3.53
H21 -2.21 5.75 -0.89
H22 -3.08 4.77 -2.14
H23 -1.78 5.88 -2.43
H24 0.37 3.76 -0.27
H25 -0.34 5.22 -0.04
H26 1.61 4.33 -2.25
H27 1.80 5.66 -1.09
H28 2.72 6.95 -3.26
H29 1.27 7.37 -4.09
H30 1.77 5.86 -4.37
C13 -6.45 -0.84 -2.89
O7 -6.12 -1.10 -4.28
C14 -6.50 -2.45 -4.62
C15 -7.74 -2.60 -5.59
O8 -7.49 -2.42 -6.97
C16 -6.65 -1.29 -7.38
H31 -5.91 -1.44 -2.16
H32 -7.53 -0.84 -2.76
H33 -6.12 0.18 -2.73
H34 -6.74 -3.10 -3.78
H35 -5.70 -3.08 -5.03
H36 -8.52 -1.88 -5.33
H37 -8.24 -3.55 -5.38
H38 -6.61 -1.04 -8.44
H39 -5.62 -1.40 -7.04
H40 -7.11 -0.44 -6.86
C17 8.53 -5.71 4.27
O9 7.70 -5.17 3.18
C18 6.55 -5.96 2.92
C19 5.65 -5.39 1.74
O10 5.22 -4.10 2.01
C20 4.33 -3.88 3.13
H41 9.19 -6.47 3.85
H42 8.07 -6.13 5.16
H43 9.14 -4.88 4.61
H44 5.96 -6.08 3.83
H45 6.91 -6.95 2.67
H46 4.80 -6.04 1.52
H47 6.31 -5.32 0.88
H48 3.48 -4.54 3.23
H49 3.85 -2.91 3.00
H50 4.88 -3.90 4.08
C21 0.19 -5.08 2.95
O11 1.29 -5.25 3.84
C22 1.12 -6.14 4.99
C23 1.98 -5.68 6.15
O12 3.39 -5.81 5.70
C24 4.32 -5.39 6.68
H51 -0.47 -4.78 3.76
H52 -0.18 -6.03 2.57
H53 0.24 -4.22 2.29
H54 1.18 -7.21 4.80
H55 0.12 -6.04 5.41
H56 1.86 -6.31 7.03
H57 1.80 -4.70 6.59
H58 5.30 -5.27 6.24
H59 4.43 -6.13 7.48
H60 4.14 -4.47 7.23
C25 5.69 -1.38 -0.54
O13 6.84 -0.59 -0.37
C26 7.71 -0.41 -1.49
C27 8.94 0.43 -1.25
O14 9.85 -0.24 -0.35
C28 11.04 0.45 0.21
H61 5.56 -2.20 0.16
H62 5.56 -1.76 -1.55
H63 4.85 -0.69 -0.47
H64 7.21 0.02 -2.36
H65 7.99 -1.39 -1.85
H66 8.60 1.38 -0.85
H67 9.44 0.57 -2.21
H68 11.64 -0.28 0.76
H69 10.84 1.26 0.91
H70 11.67 0.76 -0.62
C29 4.64 -3.92 -3.29
O15 3.52 -4.86 -3.35
C30 2.53 -4.59 -2.44
C31 2.93 -5.13 -1.03
O16 1.69 -5.72 -0.58
C32 2.02 -6.56 0.62
H71 4.53 -2.90 -3.66
H72 5.53 -4.30 -3.79
H73 5.04 -3.76 -2.29
H74 1.62 -4.99 -2.90
H75 2.27 -3.54 -2.33
H76 3.14 -4.28 -0.38
H77 3.79 -5.79 -0.88
H78 1.11 -7.01 1.02
H79 2.44 -6.05 1.49
H80 2.61 -7.43 0.34
C33 1.27 -1.31 0.45
O17 0.14 -0.59 1.00
C34 -0.31 0.60 0.34
C35 -1.40 0.49 -0.80
O18 -2.63 0.98 -0.28
C36 -3.54 1.42 -1.21
H81 2.02 -0.63 0.07
H82 0.88 -1.76 -0.46
H83 1.71 -2.01 1.16
H84 0.52 1.22 0.01
H85 -0.89 1.23 1.02
H86 -1.47 -0.54 -1.15
H87 -0.99 1.12 -1.58
H88 -3.50 0.75 -2.07
H89 -3.20 2.42 -1.47
H90 -4.56 1.55 -0.88
C37 -2.38 -0.54 3.70
O19 -1.58 -1.40 4.50
C38 -0.36 -1.72 3.97
C39 0.60 -2.30 5.01
O20 1.01 -1.37 5.97
C40 2.44 -1.05 6.16
H91 -1.88 0.43 3.70
H92 -3.35 -0.55 4.19
H93 -2.35 -0.87 2.66
H94 0.10 -0.91 3.40
H95 -0.64 -2.45 3.20
H96 1.56 -2.50 4.53
H97 0.25 -3.15 5.59
H98 2.58 -0.46 7.07
H99 2.82 -0.42 5.36
H100 3.08 -1.90 6.42
C41 -2.00 3.55 4.98
O21 -1.64 4.27 3.78
C42 -2.78 4.85 3.03
C43 -3.59 3.77 2.37
O22 -4.93 4.08 2.49
C44 -5.81 2.96 2.45
H101 -2.69 4.15 5.57
H102 -1.10 3.32 5.55
H103 -2.55 2.71 4.54
H104 -2.29 5.47 2.28
H105 -3.33 5.47 3.72
H106 -3.48 2.80 2.84
H107 -3.41 3.63 1.30
H108 -5.78 2.37 1.53
H109 -6.86 3.25 2.53
H110 -5.69 2.30 3.31
C45 -6.76 5.29 -1.16
O23 -7.41 4.10 -1.43
C46 -8.53 4.09 -2.18
C47 -8.90 2.68 -2.84
O24 -9.34 1.74 -1.89
C48 -8.37 1.38 -0.89
H111 -5.97 4.89 -0.53
H112 -7.28 5.99 -0.50
H113 -6.15 5.78 -1.92
H114 -8.42 4.76 -3.03
H115 -9.34 4.59 -1.64
H116 -8.02 2.19 -3.26
H117 -9.62 2.87 -3.63
H118 -8.75 0.51 -0.35
H119 -8.28 2.15 -0.13
H120 -7.37 1.15 -1.27

Results
spin multiplicity = 1
largest force on an atom = 3.82 eV/A
ΔE to the lowest compared entry with this formula, charge and spin = 173.9 kcal per mole
frontier orbital gap = 9.8 eV

=====

Below is a molecular structure, C37H57AgF5GeN4O7P2SSe at a distorted geometry, with properties calculated with ωB97M-V/def2-TZVPD.

CARTESIAN COORDINATES (ANGSTROEM)
Ag1 -0.50 -0.05 1.03
C1 4.38 -0.45 4.42
C2 3.90 -1.37 3.32
C3 4.67 -2.66 3.25
O1 4.07 -0.70 2.02
P1 2.84 -0.05 1.26
O2 1.64 -0.93 1.26
C4 2.56 1.57 2.05
P2 1.56 2.65 0.97
O3 0.73 1.80 0.09
O4 2.60 3.48 0.12
C5 3.39 4.69 0.34
C6 4.72 4.45 -0.34
C7 3.59 5.11 1.79
O5 0.86 3.75 1.83
C8 -0.34 3.86 2.66
C9 -0.01 3.42 4.07
C10 -1.53 3.12 2.07
O6 3.37 0.16 -0.20
C11 4.49 0.90 -0.79
C12 4.78 0.22 -2.11
C13 5.71 0.95 0.10
H1 4.35 -0.98 5.38
H2 3.75 0.44 4.50
H3 5.41 -0.13 4.23
H4 2.84 -1.59 3.46
H5 5.72 -2.46 3.01
H6 4.26 -3.31 2.47
H7 4.62 -3.19 4.20
H8 3.51 2.03 2.29
H9 2.01 1.36 2.98
H10 2.85 5.47 -0.20
H11 5.32 3.73 0.22
H12 5.28 5.39 -0.40
H13 4.58 4.08 -1.36
H14 3.95 4.27 2.39
H15 2.67 5.48 2.23
H16 4.33 5.90 1.82
H17 -0.54 4.92 2.64
H18 0.17 2.34 4.10
H19 -0.85 3.66 4.73
H20 0.88 3.95 4.44
H21 -1.46 2.05 2.25
H22 -1.60 3.30 1.00
H23 -2.44 3.48 2.54
H24 4.10 1.89 -0.98
H25 5.22 -0.76 -1.94
H26 5.48 0.83 -2.68
H27 3.86 0.10 -2.69
H28 6.10 -0.05 0.29
H29 5.50 1.41 1.07
H30 6.49 1.54 -0.39
F1 -4.94 2.57 -3.76
C14 -4.38 2.00 -2.68
C15 -5.09 1.89 -1.50
F2 -6.34 2.35 -1.44
C16 -4.52 1.30 -0.39
F3 -5.25 1.20 0.73
C17 -3.21 0.80 -0.39
O7 -2.71 0.20 0.66
C18 -2.53 0.92 -1.62
F4 -1.30 0.39 -1.73
C19 -3.09 1.51 -2.73
F5 -2.40 1.57 -3.87
S1 0.05 -0.46 3.90
C20 -1.00 -0.33 5.22
N1 -0.52 -0.52 6.48
C21 -1.28 -0.47 7.61
C22 -2.60 -0.21 7.53
C23 -3.16 0.02 6.26
C24 -2.38 -0.03 5.13
H31 0.46 -0.72 6.54
H32 -0.76 -0.64 8.54
H33 -3.21 -0.18 8.42
H34 -4.21 0.25 6.17
H35 -2.79 0.16 4.15
C25 -0.25 -8.25 1.88
C26 -0.53 -7.08 0.95
C27 0.32 -7.11 -0.32
C28 0.06 -5.91 -1.24
Ge1 0.76 -4.23 -0.53
C29 1.83 -3.21 -1.80
C30 3.00 -3.98 -2.44
C31 4.19 -4.24 -1.52
C32 3.96 -5.35 -0.50
H36 -0.82 -8.19 2.80
H37 0.81 -8.29 2.14
H38 -0.50 -9.20 1.39
H39 -0.35 -6.14 1.48
H40 -1.59 -7.08 0.66
H41 0.12 -8.03 -0.87
H42 1.38 -7.14 -0.03
H43 -1.00 -5.78 -1.43
H44 0.54 -6.05 -2.22
H45 1.31 -4.40 0.89
H46 2.17 -2.30 -1.31
H47 1.12 -2.92 -2.57
H48 3.33 -3.40 -3.30
H49 2.65 -4.94 -2.83
H50 4.47 -3.31 -1.01
H51 5.04 -4.53 -2.15
H52 3.31 -5.03 0.32
H53 4.90 -5.69 -0.05
H54 3.49 -6.22 -0.97
Se1 -3.34 -2.86 -2.82
N2 -4.09 -2.43 -1.29
C33 -3.15 -2.55 -0.37
C34 -3.31 -2.26 1.01
C35 -2.23 -2.44 1.82
C36 -0.99 -2.80 1.29
N3 -0.79 -3.14 0.01
C37 -1.86 -2.98 -0.85
N4 -1.75 -3.21 -2.14
H55 -4.29 -1.99 1.40
H56 -2.30 -2.25 2.88
H57 -0.14 -2.95 1.95

Results
spin multiplicity = 1
largest force on an atom = 1.04 eV/A
net charge = +1
frontier orbital gap = 5.5 eV